{
  "formula": "C4H19NO9",
  "method": "ωB97M-V/def2-TZVPD",
  "total_charge": -2,
  "homo_ev": -2.1,
  "gap_ev": 7.948,
  "max_force_ev_per_a": 2.91,
  "symbols": ["C", "C", "C", "O", "N", "C", "O", "O", "H", "H", "H", "H", "H", "H", "H", "H", "H", "O", "H", "H", "O", "H", "H", "O", "H", "H", "O", "H", "H", "O", "H", "H", "O"],
  "positions_angstrom": [[0.8255, 0.2031, 0.8717], [0.1765, -1.2105, 0.9799], [1.1421, -2.1087, 1.7570], [2.3522, -2.3463, 1.0896], [-0.1189, 1.0986, 0.1646], [-0.5297, 2.4003, 0.5820], [-1.0936, 3.1079, -0.2746], [-0.3276, 2.6864, 1.8104], [1.6179, 0.0067, 0.1526], [1.1469, 0.5213, 1.8488], [-0.0993, -1.6832, 0.0400], [-0.7801, -1.0838, 1.4939], [1.4002, -1.6635, 2.7244], [0.6194, -3.0531, 2.0253], [0.0203, 0.9345, -0.8042], [1.3638, 2.5876, 2.0944], [2.3861, 3.1447, 1.0831], [2.3066, 2.9185, 2.0167], [-2.3709, 0.2354, 0.1534], [-2.3995, 0.8971, 1.4274], [-2.8850, 0.1893, 0.9780], [-1.5250, 1.7758, -1.8416], [-0.8748, 0.7808, -2.7617], [-1.5628, 1.4909, -2.7533], [-2.9721, -0.7751, -1.9131], [-2.1360, -1.9775, -2.2502], [-3.0065, -1.7406, -1.9000], [1.0366, -0.9069, -1.6251], [0.9980, 0.7091, -2.3617], [0.5173, -0.1095, -2.2181], [0.8867, -2.6711, -1.3185], [2.2472, -2.2922, 0.0734], [1.6384, -2.0657, -1.3445]],
  "forces_ev_per_angstrom": [[-1.73, -1.31, -1.94], [0.07, 0.63, 1.49], [-0.49, -0.42, -0.15], [0.63, -0.32, -0.06], [0.31, 0.62, 1.73], [0.54, -0.71, 0.70], [-0.15, -0.08, -0.25], [-0.22, -0.28, -0.50], [0.79, 0.53, 0.55], [0.10, 0.37, 0.06], [0.24, 0.44, -0.11], [0.11, -0.17, 0.40], [-0.10, 0.25, 0.02], [0.16, -0.01, -0.22], [-0.36, 0.22, -0.74], [0.28, 0.68, -0.21], [-0.15, -0.08, 0.17], [0.06, -0.25, 0.12], [-0.14, -0.39, 0.10], [-0.19, -0.03, 0.40], [0.23, 0.47, -0.29], [-0.05, 0.94, 0.76], [-0.46, 0.26, -0.01], [0.02, -0.95, -0.82], [-0.03, 0.06, -0.01], [-0.14, 0.07, 0.15], [0.26, -0.01, -0.25], [0.54, -0.31, -1.03], [0.53, -0.25, 0.07], [-0.33, 0.08, -0.34], [0.28, -0.02, -0.09], [-0.65, 0.16, 0.54], [0.04, -0.18, -0.21]]
}